1.
ORCA calculation (ωB97M-V/def2-TZVPD) on a cluster of 2 separate species, C4H10O3S in total.

E = -21286.7515 eV
M = 138.2 g mol⁻¹
SMILES = CSCCC(=O)O.O
Spin multiplicity = 1

Geometry as XYZ:
```
18
Properties=species:S:1:pos:R:3:mulliken_charge:R:1
H 2.57562 -0.49006 -2.42579 0.356
H -1.96429 0.87334 -0.71423 0.367
H -1.26987 1.38920 0.85452 0.281
O -3.99600 1.11684 1.49552 -0.607
H -3.91040 0.97362 0.52577 0.409
C 0.77823 -0.14861 -0.23860 -0.444
H 2.02638 -1.51055 0.98268 0.356
C 3.23352 -0.54326 -0.49585 0.549
S -0.76502 -0.90936 0.45156 -0.142
H 1.70422 -2.04065 -0.69400 0.378
O 3.36880 -0.36203 -1.83716 -0.479
H 1.12277 0.74595 0.31504 0.340
H -4.96383 1.07440 1.66804 0.311
H 0.70635 0.12496 -1.30885 0.264
H -2.78158 0.42867 0.81666 0.189
C -1.80019 0.57373 0.33454 -0.825
O 4.04848 -0.14171 0.32626 -0.534
C 1.88686 -1.15450 -0.05617 -0.767
```

2.
ORCA calculation (ωB97M-V/def2-TZVPD) on an isolated molecule of C3H9NS.

E = -15579.6742 eV
M = 91.2 g mol⁻¹
Spin multiplicity = 1

Geometry as XYZ:
```
14
Properties=species:S:1:pos:R:3:mulliken_charge:R:1
H -1.54926 -2.30422 0.45685 0.219
H -2.85072 0.98094 -0.58603 0.346
H -1.50044 2.03057 -0.36945 0.274
H -2.11132 0.79553 0.96865 0.318
H 0.83296 1.48862 -0.09461 0.311
H 0.79553 -0.03310 1.17252 0.262
S -0.76653 -0.50168 -0.54096 0.265
C 0.78100 0.35876 0.11611 -0.248
H 2.47232 -0.00138 -1.30932 0.299
H 1.83086 -1.47254 -0.45549 0.282
H 2.86928 -0.46495 0.46619 0.284
N -0.98787 -1.50608 0.60961 -0.664
C -1.85960 0.99116 -0.09029 -0.913
C 2.04380 -0.36163 -0.34377 -1.036
```

3.
ORCA calculation (ωB97M-V/def2-TZVPD) on a cluster of 2 separate species, Cl3H2NP in total.

E = -48369.4597 eV
Total charge = +1
M = 153.4 g mol⁻¹
Spin multiplicity = 1

Geometry as XYZ:
```
7
Properties=species:S:1:pos:R:3:mulliken_charge:R:1
Cl -1.31070 -1.68604 0.61489 -0.005
H 1.83323 0.25785 0.98581 0.306
P -0.94248 0.03468 -0.18443 0.868
Cl -1.61491 1.50460 0.94051 -0.005
N 1.66690 0.32029 0.00007 -0.435
H 2.18426 -0.42292 -0.39738 0.288
Cl -1.81629 -0.00846 -1.95947 -0.018
```

4.
ORCA calculation (ωB97M-V/def2-TZVPD) on a structure of composition C28H70Cl10N2O18P4.

E = -232348.1785 eV
M = 1201.3 g mol⁻¹
Spin multiplicity = 1

Geometry as XYZ:
```
132
Properties=species:S:1:pos:R:3:mulliken_charge:R:1
O 13.72888 -1.79358 10.23871 1.894
O 9.88792 -3.56914 11.39554 -0.029
C 16.44694 -8.18027 10.27975 0.459
O 15.95400 0.75500 10.89335 -0.025
C 10.42541 -4.19222 12.49903 -1.211
O 7.71873 -4.36580 10.32401 -0.532
O 11.88335 -4.06093 13.66493 -0.499
H 13.24332 -4.31653 12.79942 0.094
H 18.42522 -2.97175 11.82885 -0.282
C 11.23706 -6.76484 11.10619 -0.109
N 11.23432 -5.46473 15.22733 0.292
H 17.51670 -6.29490 12.75753 -0.238
C 18.54289 -1.99965 13.89094 0.053
C 18.38445 0.67468 9.02271 -0.666
O 12.15081 0.14402 9.89456 -0.495
C 17.66351 -8.89203 13.21095 0.925
H 19.40568 0.48873 8.69011 0.315
H 16.18451 -6.90855 11.69040 -0.676
O 9.57501 -3.38402 8.89814 -0.231
H 17.03912 -5.41685 9.82955 -1.225
C 16.40581 -3.78038 8.63491 -0.008
C 11.34611 -6.24008 16.42378 -1.089
H 17.45940 -5.78656 11.11501 1.852
C 15.65202 2.10567 11.09300 -0.877
H 14.85516 -2.12918 8.46517 -0.182
O 16.65379 -3.35328 10.48952 0.428
Cl 16.25988 -3.46378 6.89818 -0.203
H 13.78952 -6.28479 11.07200 -0.681
H 11.22216 -7.61895 13.12777 0.747
H 13.99856 -5.28517 15.66759 0.624
H 18.03255 1.57299 8.51545 0.303
H 12.61016 -5.13839 11.52554 -0.639
O 15.35202 -2.48731 12.53202 -0.352
O 14.17729 -4.05329 10.84089 0.307
H 17.75840 -0.13659 8.65121 0.215
P 9.33488 -4.38120 10.10840 0.912
H 18.87267 -7.04335 9.44831 0.234
C 7.18677 -5.09299 11.42857 -0.464
H 14.39560 -0.75329 12.04724 -0.299
O 16.09812 -6.99743 10.19524 -0.288
C 13.64320 -5.27203 14.63723 -1.056
P 17.35830 0.04494 11.38831 0.438
H 10.32510 -6.48042 16.72021 0.403
Cl 13.59462 -7.77751 9.36085 -0.612
H 15.98269 -0.43913 12.57901 1.161
H 14.82968 -9.42194 10.44632 0.455
H 19.28009 -8.28972 8.36909 0.460
C 12.18408 -4.90323 14.49944 0.119
H 16.96234 -2.94637 12.74527 -1.159
H 14.30910 -4.59314 14.10450 -0.021
H 13.55649 -4.01848 9.53960 -0.353
H 19.07242 -1.54579 13.05326 -0.005
H 11.52009 -3.99889 9.70930 -0.862
H 11.36711 -5.85286 13.04650 -0.193
H 19.56524 -7.83981 13.74764 0.685
H 16.25529 2.71121 10.41662 0.266
H 16.29159 -9.87605 11.47693 0.804
C 14.57989 -1.33141 9.15502 0.004
H 10.29115 -5.13748 15.07421 0.396
H 15.50757 -3.47689 9.17264 -1.369
H 6.57743 -5.86077 10.95178 0.279
H 17.89371 -7.43870 7.91765 0.315
H 19.23547 -2.22131 14.70291 0.551
H 17.19398 -3.17500 9.08255 0.182
H 12.22025 -5.00396 9.45570 1.665
H 15.94456 2.30994 12.12296 0.370
C 9.18134 -2.01405 8.97855 -0.949
C 18.44706 -2.31846 10.95659 -0.679
H 12.55170 -3.69587 8.42283 -0.056
Cl 18.32525 -5.72278 7.87500 -0.325
O 18.47336 0.79520 10.43949 -0.561
H 11.75461 -6.02521 10.49530 0.046
Cl 13.62805 -5.09058 7.56046 -0.162
C 15.61968 -9.09453 11.12218 -2.123
C 11.68239 -6.79065 12.58907 0.119
H 9.99645 -1.40045 8.59492 0.344
P 12.12969 -1.41670 10.22527 0.571
Cl 11.43951 -8.40782 10.37541 -0.282
H 16.76204 -8.77605 12.60929 -1.278
H 15.70897 -1.13225 10.98672 -2.044
H 8.00080 -5.40783 12.08150 0.096
C 16.79244 -5.22399 8.78549 0.208
Cl 13.44097 -6.94619 12.81226 -0.240
H 14.09757 -0.58313 8.52610 0.744
C 18.56097 -7.65975 13.36405 -0.682
H 14.57480 2.15805 10.93503 0.322
H 8.30722 -1.74591 8.38516 0.408
C 11.54626 -3.45266 8.76640 -0.760
C 12.77491 1.05752 10.78351 -1.068
C 13.05665 -4.16657 11.73605 0.856
Cl 18.84042 -6.89780 11.76329 -0.163
O 15.92122 -4.99686 12.44012 0.353
H 15.96276 -5.88889 8.54542 1.055
O 17.67771 0.11401 12.83442 -0.513
H 18.51839 -2.90574 10.04110 0.036
H 10.47045 -5.27771 12.41075 1.225
C 14.06384 -6.17336 10.02298 2.131
H 18.15593 -6.91326 14.04727 0.078
C 13.29447 -5.04293 9.27511 -0.311
O 11.39236 -1.89735 11.44564 -0.581
H 15.43740 -0.86077 9.63592 -0.070
H 10.67390 -3.74514 8.18197 0.941
H 10.15682 -6.61945 11.09962 0.316
H 9.02809 -1.75710 10.02669 0.290
H 13.71460 1.47561 10.42255 0.269
Cl 18.68292 -4.51420 12.83729 -0.135
H 12.13629 1.91645 10.98969 0.453
H 17.10068 -3.72024 14.31386 0.533
P 15.61576 -3.66068 11.51822 0.918
H 11.83000 -5.72545 17.25391 0.303
H 19.40739 -1.80284 10.95437 0.537
O 17.30400 -1.48038 10.86410 0.683
H 17.91245 -9.56804 9.85392 0.446
Cl 17.51984 -0.64790 14.55896 -0.349
H 12.99998 0.57777 11.73602 0.451
Cl 18.54581 -10.20407 12.58538 -0.204
H 11.80620 -7.18912 16.14859 0.318
H 13.92412 -6.23966 14.22145 0.295
C 16.81912 -6.06213 11.95298 -0.833
H 11.46145 -3.86914 12.60070 -0.391
C 18.41296 -7.79545 8.80715 -1.044
O 9.86003 -5.77137 9.88581 -0.782
H 15.15089 -6.11425 9.96876 0.107
H 15.20165 -8.62684 12.01360 0.489
H 12.27793 -3.43535 11.51922 -0.966
N 17.61155 -8.61463 9.71049 0.366
C 17.66584 -3.20655 13.53616 -0.070
O 11.60290 -2.06007 8.86199 -0.608
H 17.41389 -9.17667 14.23309 0.526
C 15.39906 -1.17862 12.03070 -0.397
H 6.55195 -4.49819 12.08532 0.255
H 9.92766 -3.96811 13.44250 0.267
```

5.
ORCA calculation (ωB97M-V/def2-TZVPD) on a cluster of 3 separate species, H6O3 in total.

E = -6239.8477 eV
M = 54.0 g mol⁻¹
SMILES = O.O.O
Spin multiplicity = 1

Geometry as XYZ:
```
9
Properties=species:S:1:pos:R:3:mulliken_charge:R:1
H 2.32656 1.57189 -0.55700 0.331
O -0.56144 0.53989 0.61000 -0.690
H 1.52656 0.41689 -1.27000 0.354
O 1.56256 1.35089 -1.06000 -0.708
O -1.96944 -1.87211 0.39400 -0.654
H -0.05244 0.53389 1.40200 0.294
H 0.04956 0.98089 0.04200 0.381
H -1.54044 -1.01811 0.41900 0.398
H -1.34144 -2.50411 0.02000 0.294
```

6.
ORCA calculation (ωB97M-V/def2-TZVPD) on a structure of composition C3H3CsLiO3.

E = -10048.9334 eV
M = 226.9 g mol⁻¹
Spin multiplicity = 2

Geometry as XYZ:
```
11
Properties=species:S:1:pos:R:3:mulliken_charge:R:1
H 1.79848 1.54628 0.58881 -0.229
Li 0.04879 -5.56240 -2.86202 0.924
C 0.64345 -1.62711 -1.34448 -0.009
O 0.36222 -3.69366 -2.87654 -0.671
O -0.10134 0.10513 0.14824 -0.305
O 0.71742 -2.94635 -0.82764 -0.240
C 0.78529 -0.62223 -0.24407 -0.365
C 0.50545 -3.98938 -1.67094 -0.105
H -0.31041 -1.43550 -1.86476 0.266
H 1.43801 -1.44996 -2.08970 0.233
Cs 1.73510 4.57959 1.48768 0.500
```